1.
18
Properties=species:S:1:pos:R:3:nbo_charge:R:1 method="wB97M-V/def2-TZVPD" smiles="N=C(N)N.O.O.O" e_above_lowest_kcal_mol=33.53 energy_ev=-11827.900 lumo_ha=0.0181 homo_lumo_gap_ha=0.3625 e_homo_ev=-9.37
N 1.19 -0.61 0.87 -0.90
C 1.95 0.37 0.15 0.60
N 1.96 1.55 0.86 -0.83
N 2.20 0.15 -1.09 -0.78
H 0.70 -0.50 1.74 0.39
H 1.40 -1.54 0.69 0.39
H 1.51 1.60 1.80 0.39
H 2.55 2.37 0.80 0.41
H 2.19 -0.77 -1.43 0.35
H -3.31 -1.88 1.27 0.49
H -3.20 -3.40 1.73 0.47
O -3.61 -2.56 1.89 -0.96
H -0.33 2.85 -2.81 0.47
H -0.18 1.34 -2.65 0.48
O -0.81 2.06 -2.43 -0.95
H -1.90 0.20 -0.70 0.48
H -0.71 -0.55 -0.16 0.48
O -1.60 -0.71 -0.54 -0.97

2.
9
Properties=species:S:1:pos:R:3:nbo_charge:R:1 method="wB97M-V/def2-TZVPD" smiles=c1cn[nH]c1 e_above_lowest_kcal_mol=21.85 energy_ev=-6154.953 lumo_ha=0.0414 homo_lumo_gap_ha=0.3856 e_homo_ev=-9.37
C 0.80 0.60 -0.02 -0.34
C 0.94 -0.77 -0.01 -0.07
C -0.59 0.83 -0.11 -0.07
H 1.54 1.44 0.08 0.23
H 1.88 -1.26 -0.10 0.21
H -2.04 -0.83 0.15 0.42
H -1.18 1.81 0.07 0.23
N -0.21 -1.39 -0.05 -0.26
N -1.14 -0.43 -0.02 -0.34

3.
83
Properties=species:S:1:pos:R:3:lowdin_charge:R:1 method="wB97M-V/def2-TZVPD" e_above_lowest_kcal_mol=0.00 energy_ev=-210189.090 lumo_ha="-0.1756 / -0.1756" homo_lumo_gap_ha="0.2006 / 0.2007" total_charge=+1 e_homo_ev="-10.24 / -10.24"
Pt 0.73 -0.15 0.46 0.65
Se 0.74 3.23 0.03 0.47
P 1.12 2.73 2.08 0.27
Se 0.25 0.76 2.64 0.58
C 0.15 3.85 3.13 -0.41
C 0.77 4.81 3.93 -0.07
C 0.00 5.66 4.71 -0.06
C -1.38 5.55 4.71 -0.07
C -2.00 4.60 3.91 -0.07
C -1.24 3.76 3.12 -0.13
C 2.83 2.91 2.60 -0.42
C 3.52 4.05 2.16 -0.11
C 4.85 4.23 2.52 -0.06
C 5.49 3.27 3.29 -0.06
C 4.81 2.14 3.71 -0.06
C 3.48 1.95 3.36 -0.10
H 1.85 4.90 3.95 0.10
H 0.49 6.41 5.33 0.11
H -1.98 6.20 5.34 0.11
H -3.08 4.51 3.91 0.11
H -1.73 3.03 2.48 0.08
H 3.02 4.78 1.54 0.10
H 5.38 5.11 2.18 0.11
H 6.53 3.41 3.55 0.11
H 5.32 1.39 4.30 0.11
H 2.96 1.06 3.67 0.08
O -0.59 -1.96 3.30 -0.08
N -1.43 -1.67 2.25 -0.21
C -2.40 -0.91 2.55 -0.12
C -3.25 -0.58 1.42 -0.20
C -4.52 -0.04 1.61 -0.01
C -5.38 0.10 0.54 -0.05
C -4.98 -0.34 -0.71 -0.04
C -3.70 -0.86 -0.91 -0.06
C -2.79 -0.91 0.13 -0.23
P -1.05 -1.50 -0.03 1.00
C -1.22 -3.33 -0.10 -0.29
C -1.56 -3.89 -1.34 -0.09
C -1.82 -5.25 -1.47 -0.05
C -1.75 -6.08 -0.36 -0.06
C -1.40 -5.54 0.87 -0.05
C -1.13 -4.18 1.00 -0.07
C -0.57 -1.24 -1.94 -0.27
C 0.29 1.21 -2.12 -0.09
C 1.37 1.91 -2.75 -0.08
C 2.44 1.27 -3.25 0.07
C 2.59 -0.20 -3.16 -0.08
C 0.61 -2.12 -2.51 -0.07
H 0.20 -2.36 2.90 0.10
H -2.57 -0.56 3.57 0.15
H -4.84 0.22 2.61 0.12
H -6.36 0.52 0.68 0.12
H -5.66 -0.29 -1.55 0.12
H -3.44 -1.20 -1.90 0.09
H -1.65 -3.28 -2.22 0.09
H -2.08 -5.65 -2.44 0.11
H -1.96 -7.13 -0.45 0.11
H -1.34 -6.17 1.74 0.12
H -0.88 -3.82 1.98 0.08
H -0.65 1.69 -1.89 0.11
H 1.27 2.98 -2.87 0.11
H 3.21 1.82 -3.77 0.14
H 3.18 -0.71 -3.91 0.16
H 0.98 -2.94 -1.88 0.17
O 4.43 -0.65 0.27 0.07
N 3.77 0.37 0.31 -0.55
O 4.06 1.43 -0.21 0.05
O 2.66 0.33 1.04 -0.38
O 2.72 -0.80 -1.85 0.09
C 1.50 -0.89 -2.46 -0.34
N 0.40 -0.09 -1.87 -0.05
C -1.44 -0.97 -3.20 -0.31
O -2.18 -0.04 -3.33 0.13
C -1.01 -1.92 -4.25 -0.11
C -1.59 -2.13 -5.50 0.02
C -0.98 -3.02 -6.35 -0.04
C 0.20 -3.67 -5.97 -0.04
C 0.79 -3.44 -4.73 0.01
C 0.16 -2.55 -3.87 -0.13
H -2.50 -1.61 -5.77 0.13
H -1.41 -3.22 -7.32 0.11
H 0.66 -4.36 -6.66 0.12
H 1.70 -3.95 -4.45 0.13

4.
19
Properties=species:S:1:pos:R:3:lowdin_spin:R:1 method="wB97M-V/def2-TZVPD" e_above_lowest_kcal_mol=32.96 energy_ev=-8904.756 lumo_ha="-0.1687 / -0.1690" spin_multiplicity=3 s_squared=2.00 homo_lumo_gap_ha="0.1903 / 0.4126" total_charge=+1 e_homo_ev="-9.77 / -15.83"
C 1.33 0.52 -0.90 0.01
C -1.17 -0.60 1.04 1.26
C 0.17 0.79 -1.82 0.02
C 1.51 1.46 0.18 0.00
C -2.16 -1.66 1.28 0.21
N 1.95 -0.66 -0.87 0.01
O -1.07 0.40 1.82 0.35
H -0.67 1.21 -1.34 0.01
H -0.22 -0.19 -2.27 0.00
H 0.37 1.62 -2.37 0.00
H 2.59 1.62 0.34 0.00
H 1.15 0.95 1.18 0.00
H 0.83 2.32 -0.04 0.00
H -2.38 -1.71 2.47 0.03
H -1.89 -2.66 1.07 0.01
H -2.97 -1.18 0.54 0.04
H 1.56 -1.38 -1.45 0.00
H 2.49 -0.73 -0.03 0.00
H -1.67 0.39 2.53 0.03

5.
14
Properties=species:S:1:pos:R:3:lowdin_charge:R:1 method="wB97M-V/def2-TZVPD" e_above_lowest_kcal_mol=152.09 energy_ev=-8382.639 lumo_ha="0.0111 / 0.0111" homo_lumo_gap_ha="0.3080 / 0.3080" e_homo_ev="-8.08 / -8.08"
C -1.46 -0.20 0.33 -0.24
C -2.34 0.92 -0.21 -0.16
C 2.22 0.93 -0.34 -0.07
C -0.67 -1.26 0.01 -0.04
C 1.79 -0.19 0.55 0.02
C -1.12 1.22 0.49 0.02
C 0.71 0.76 -0.38 0.02
C 0.58 -0.61 -0.09 -0.21
H -3.38 1.27 0.08 0.11
H -2.15 1.00 -1.34 0.12
H 2.72 1.76 0.01 0.08
H 2.58 0.65 -1.35 0.12
H -0.65 -2.28 -0.45 0.12
H 1.72 -0.05 1.56 0.10

6.
41
Properties=species:S:1:pos:R:3:lowdin_charge:R:1 method="wB97M-V/def2-TZVPD" e_above_lowest_kcal_mol=7.94 energy_ev=-39507.831 lumo_ha=-0.2476 homo_lumo_gap_ha=0.3475 total_charge=+2 e_homo_ev=-16.19
La 0.16 0.04 2.18 1.87
P -2.89 -0.18 0.61 0.92
C -2.29 0.68 -0.91 -0.23
C -0.85 1.06 -1.23 -0.30
N 0.21 0.73 -0.46 0.00
C 1.44 1.16 -0.86 -0.32
C 1.61 1.94 -2.01 0.02
C 0.51 2.29 -2.77 0.01
C -0.73 1.83 -2.39 0.00
C 2.67 0.92 -0.02 -0.31
P 2.80 -0.62 1.07 0.75
H -1.63 2.09 -2.92 0.13
H 2.61 2.34 -2.22 0.14
H 0.63 2.94 -3.65 0.14
H 3.55 0.86 -0.69 0.11
H 2.86 1.76 0.67 0.10
H -2.67 0.09 -1.74 0.11
H -2.88 1.63 -0.91 0.13
H 0.05 -2.35 -1.55 0.02
O -0.18 -3.25 -1.93 -0.07
H -1.15 -3.18 -1.93 0.04
H -2.18 -1.28 1.13 0.03
O -0.73 -1.90 2.33 -0.60
H -0.53 -2.79 2.62 0.01
C 3.13 -1.82 -0.28 -0.25
H 4.08 -1.54 -0.78 0.07
H 3.22 -2.82 0.17 0.06
H 2.31 -1.87 -1.00 0.03
C 4.49 -0.45 1.75 -0.25
H 4.61 -1.28 2.46 0.06
H 5.23 -0.50 0.94 0.07
H 4.57 0.50 2.29 0.06
C -3.14 1.18 1.78 -0.20
H -4.13 1.62 1.54 0.09
H -3.11 0.74 2.79 0.08
H -2.33 1.93 1.66 0.07
C -4.51 -0.82 0.18 -0.19
H -5.00 -1.13 1.11 0.08
H -5.20 -0.11 -0.32 0.09
H -4.38 -1.71 -0.45 0.07
F -0.24 1.31 3.75 -0.64